Molecular formula: C12H22AsN2S4Si2Ta
Method: DFT, ωB97M-V with the def2-TZVPD basis set

Structure (XYZ):
```
44
Properties=species:S:1:pos:R:3
Ta -0.9365 1.1980 0.7028
S -3.0528 1.2340 2.0461
As -2.3318 3.2853 1.6845
S -1.9045 2.9302 -0.5882
S -0.2772 2.8504 2.3999
S -3.3449 4.9949 2.1246
C 1.2900 1.7341 -2.5477
Si 1.9575 1.9687 -0.8209
C 3.7876 1.6012 -0.8700
C 1.8006 3.7390 -0.2810
N 0.9960 0.8737 0.2329
C 1.3861 -0.4334 0.6080
C 2.6851 -0.8764 0.8488
C 2.9098 -2.1855 1.2399
C 1.8459 -3.0608 1.4280
C 0.5482 -2.6312 1.2162
C 0.3110 -1.3306 0.7798
N -0.9572 -0.7903 0.4896
Si -2.3459 -1.7539 -0.0708
C -3.4090 -0.6069 -1.0924
C -1.7864 -3.1527 -1.1658
C -3.2814 -2.4183 1.3921
H 1.7875 2.4076 -3.2497
H 0.2180 1.9367 -2.5964
H 1.4558 0.7100 -2.8906
H 4.2183 2.3401 -1.5519
H 4.0263 0.6122 -1.2609
H 4.2766 1.7291 0.0969
H 2.4011 4.3352 -0.9746
H 2.1999 3.8879 0.7234
H 0.7826 4.1239 -0.2997
H 3.5150 -0.1942 0.7695
H 3.9227 -2.5180 1.4246
H 2.0279 -4.0740 1.7607
H -0.2834 -3.2967 1.4062
H -2.8080 -0.0185 -1.7912
H -3.9980 0.0821 -0.4873
H -4.1007 -1.2005 -1.6956
H -1.3361 -2.7749 -2.0861
H -2.6719 -3.7315 -1.4418
H -1.0751 -3.8319 -0.6993
H -3.6120 -1.6213 2.0596
H -2.6694 -3.1109 1.9741
H -4.1671 -2.9616 1.0536
```

Results
E: -137274.516 eV
orbital gap: 7.10 eV
highest occupied orbital energy: -0.3082 hartree

Molecular formula: C32H89ClN7O13
Method: DFT, ωB97M-V with the def2-TZVPD basis set

Structure (XYZ):
```
142
Properties=species:S:1:pos:R:3
Cl 4.4688 -9.8975 -8.2665
O 4.0314 -10.9642 -9.1057
O 5.8397 -9.4748 -8.6249
O 3.5295 -8.8319 -8.5207
O 4.5148 -10.2996 -6.8687
C 6.0734 -15.9410 -3.8158
C 4.9359 -15.1790 -4.4601
C 4.8845 -15.3353 -6.0363
O 6.1180 -14.9374 -6.6589
C 6.3717 -13.5008 -6.6190
N 3.6470 -15.6524 -3.8888
H 6.1312 -15.8926 -2.7284
H 7.0420 -15.6170 -4.1965
H 6.0678 -16.9823 -4.1378
H 5.0174 -14.1094 -4.2666
H 4.0590 -14.8106 -6.5174
H 4.7306 -16.3804 -6.3048
H 7.2479 -13.3008 -7.2359
H 6.6410 -13.1630 -5.6183
H 5.4928 -12.9059 -6.8673
H 3.4959 -15.0694 -3.0781
H 2.8974 -15.2973 -4.4652
C -0.8299 -12.1279 -8.6979
C 0.4881 -11.6673 -9.2226
C 0.7113 -12.0566 -10.6988
O 0.5749 -13.4841 -10.9530
C 0.4113 -13.9073 -12.3121
N 0.5952 -10.2332 -8.9543
H -0.9514 -11.9496 -7.6295
H -0.9836 -13.1944 -8.8626
H -1.6522 -11.6524 -9.2325
H 1.2396 -12.1904 -8.6311
H 1.7135 -11.7647 -11.0126
H 0.1019 -11.4940 -11.4060
H 1.2665 -13.6643 -12.9428
H -0.5242 -13.5013 -12.6969
H 0.1848 -14.9735 -12.3177
H 0.2615 -10.0489 -8.0190
H 1.5938 -10.0831 -8.9739
C 10.2906 -9.4644 -5.5548
C 8.8367 -9.4750 -6.1469
C 7.8545 -8.7915 -5.1900
O 7.7408 -9.4305 -3.8995
C 6.7636 -10.4989 -3.7841
N 8.7800 -8.7318 -7.3759
H 10.7079 -8.4693 -5.7094
H 10.9835 -10.2415 -5.8774
H 10.2369 -9.5983 -4.4744
H 8.5829 -10.5198 -6.3263
H 6.9027 -8.6258 -5.6946
H 8.1851 -7.7924 -4.9061
H 5.8483 -10.3413 -4.3546
H 6.4741 -10.6823 -2.7494
H 7.2592 -11.4057 -4.1309
H 8.9976 -7.7606 -7.2040
H 7.8290 -8.7687 -7.7140
C 5.5601 -14.3473 -10.1999
C 4.2055 -14.1264 -10.8952
C 3.8315 -15.4018 -11.6958
O 4.8705 -15.6081 -12.7153
C 4.6463 -14.9360 -13.9480
N 3.2492 -13.8017 -9.8501
H 6.3338 -14.8418 -10.7873
H 5.3916 -15.0609 -9.3933
H 5.9656 -13.4358 -9.7608
H 4.3161 -13.2240 -11.4966
H 2.8532 -15.3110 -12.1676
H 3.6193 -16.2243 -11.0126
H 5.5537 -14.8773 -14.5491
H 4.2624 -13.9452 -13.7050
H 3.8653 -15.4402 -14.5170
H 2.3655 -13.6646 -10.3197
H 3.5044 -12.8558 -9.6047
C 6.5331 -10.9620 -11.9103
C 7.5045 -9.8861 -12.3956
C 7.7837 -8.8213 -11.3138
O 8.6167 -7.8926 -11.9628
C 9.0008 -6.8230 -11.1954
N 8.6797 -10.5631 -12.8899
H 5.5275 -10.6027 -11.6916
H 6.8365 -11.3915 -10.9555
H 6.3267 -11.7820 -12.5980
H 7.1436 -9.3452 -13.2704
H 8.2380 -9.2768 -10.4339
H 6.8529 -8.3159 -11.0565
H 8.1730 -6.2154 -10.8297
H 9.6262 -6.1935 -11.8283
H 9.6820 -7.0368 -10.3718
H 9.0818 -11.0211 -12.0845
H 8.3878 -11.3688 -13.4244
C -3.4032 -10.5407 -6.3789
C -2.9422 -9.0046 -6.2968
C -1.5901 -8.6563 -5.6364
O -0.4139 -9.2120 -6.2802
C 0.8405 -9.0886 -5.5971
N -3.0233 -8.4779 -7.6503
H -3.4448 -11.0224 -5.4020
H -2.7450 -11.1602 -6.9881
H -4.3813 -10.5594 -6.8596
H -3.7580 -8.4742 -5.8058
H -1.5982 -8.9514 -4.5872
H -1.4629 -7.5912 -5.4430
H 0.8544 -8.0729 -5.2016
H 1.7452 -9.2712 -6.1769
H 0.8918 -9.6934 -4.6917
H -2.2338 -8.8519 -8.1571
H -2.7031 -7.5213 -7.7000
C 6.0402 -6.0767 -7.4785
C 6.7134 -5.5510 -6.2651
C 8.1592 -5.0521 -6.5732
O 9.0208 -6.0283 -7.1678
C 10.2917 -5.5993 -7.6016
N 5.8371 -4.5111 -5.6633
H 5.0467 -6.4977 -7.3242
H 6.6100 -6.8650 -7.9704
H 5.9634 -5.2847 -8.2235
H 6.6082 -6.3834 -5.5692
H 8.5626 -4.7540 -5.6055
H 8.1175 -4.1063 -7.1134
H 10.8599 -5.2633 -6.7342
H 10.2058 -4.7816 -8.3171
H 10.8340 -6.4165 -8.0774
H 5.0499 -4.9539 -5.2112
H 6.3028 -4.1121 -4.8608
C 1.9901 -12.6919 -5.7518
C 1.1630 -13.7576 -6.4378
O 1.2870 -14.9446 -5.8139
H 2.0032 -11.7231 -6.2512
H 3.0276 -13.0153 -5.6672
H 1.6106 -12.5368 -4.7419
H 1.6511 -13.7656 -7.4124
H 0.1069 -13.4896 -6.4692
H 0.7518 -15.5802 -6.2946
C 3.0151 -9.3074 -12.2673
C 1.9906 -8.2935 -11.8457
O 2.5570 -7.3360 -11.0360
H 3.6998 -8.8846 -13.0025
H 2.5346 -10.2000 -12.6679
H 3.6045 -9.6544 -11.4186
H 1.2270 -8.7852 -11.2430
H 1.6133 -7.6694 -12.6557
H 2.8975 -7.8338 -10.2891
```

Results
E: -84187.296 eV
energy relative to the best compared isomer or geometry (same formula, charge and spin): 0.000 eV
charge: -1
orbital gap: 8.61 eV
highest occupied orbital energy: -0.2310 hartree

Molecular formula: C21H38CeNO2P2
Method: DFT, ωB97M-V with the def2-TZVPD basis set

Structure (XYZ):
```
65
Properties=species:S:1:pos:R:3
C -0.0760 -4.3860 -1.0398
C 0.3041 -3.0933 -0.6748
N -0.5893 -2.0674 -0.7317
C -1.8442 -2.2944 -1.1976
C -2.2868 -3.5908 -1.4733
C -1.3921 -4.6614 -1.4067
C 1.7640 -2.8635 -0.3103
P 2.1880 -1.3472 0.6982
Ce 0.0666 0.3086 0.0089
P -2.1632 0.5736 -1.6774
C -2.8486 -1.1544 -1.4292
C 1.0878 2.4983 -0.2328
C 1.4500 2.8807 1.0540
C 1.9812 4.1835 1.2300
C 2.1827 5.0132 0.1257
C 1.8554 4.5732 -1.1665
C 1.2753 3.2994 -1.3459
O 3.4005 -2.2526 -2.5432
O 3.0635 0.4590 -2.6087
H 0.6933 -5.1557 -1.0311
H -3.3245 -3.7082 -1.7792
H -1.7163 -5.6729 -1.6543
C 2.0263 -1.9412 2.4123
C 3.9550 -0.9526 0.5607
H -3.4331 -1.3880 -2.3270
H -3.5703 -1.1164 -0.5902
H 2.3793 -2.8130 -1.2576
H 2.1189 -3.7391 0.2554
C -3.4084 1.7886 -1.0911
C -2.3898 0.7251 -3.4702
H 1.3252 2.1965 1.9018
H 2.2307 4.5434 2.2286
H 2.6068 6.0126 0.2640
H 2.0451 5.2198 -2.0246
H 0.9593 2.9304 -2.3280
H 2.1288 0.5242 -2.2755
H 3.4673 1.3148 -2.4138
H 3.2807 -1.2791 -2.6769
H 3.2617 -2.6779 -3.4037
H 0.9126 0.2763 -1.6541
H 2.8458 -2.6318 2.6595
H 2.0742 -1.0617 3.0757
H 1.0556 -2.4404 2.5535
H 4.5904 -1.7725 0.9228
H 4.2218 -0.6983 -0.4743
H 4.1350 -0.0653 1.1864
H -3.4611 0.7601 -3.7071
H -1.9066 1.6610 -3.7914
H -1.9132 -0.1256 -3.9817
H -4.3376 1.7052 -1.6723
H -3.6169 1.6744 -0.0135
H -2.9677 2.7892 -1.2559
C -0.8806 0.8549 4.1992
C -1.8786 0.2672 3.2082
C -3.2344 0.9740 3.2617
C -1.4145 0.3270 1.7525
H -0.5968 1.8833 3.9433
H 0.0298 0.2551 4.2523
H -1.2848 0.8813 5.2160
H -2.0351 -0.7796 3.4855
H -3.1201 2.0280 2.9719
H -3.9308 0.4972 2.5603
H -3.7151 0.9567 4.2451
H -1.9610 -0.4410 1.1435
H -1.6653 1.3353 1.3344
```

Results
E: -59480.538 eV
<S²>: 0.752
orbital gap (spin up / spin down): 6.00 / 6.39 eV
highest occupied orbital energy (spin up / spin down): -0.2108 / -0.2251 hartree
spin multiplicity: 2

Molecular formula: C19H21ClN2PRhS
Method: DFT, ωB97M-V with the def2-TZVPD basis set

Structure (XYZ):
```
46
Properties=species:S:1:pos:R:3
Rh -0.0350 -0.7489 1.5392
Cl -1.6273 0.3298 2.7776
P -0.0193 0.2189 -0.3286
C -0.3679 -0.8054 -1.7902
C 0.5559 -0.9675 -2.8409
C 0.2231 -1.7360 -3.9612
C -1.0008 -2.4166 -4.0032
C -1.8880 -2.3416 -2.9261
C -1.5573 -1.5621 -1.8092
C -1.3202 1.5228 -0.3339
C -1.2275 2.5257 0.6478
C -2.2284 3.4846 0.7723
C -3.3426 3.4337 -0.0801
C -3.4694 2.4022 -1.0128
C -2.4636 1.4321 -1.1274
C 1.4764 1.1783 -0.7217
C 2.5645 1.1803 0.1544
C 3.7378 1.8684 -0.2027
C 3.8038 2.5570 -1.4155
C 2.7037 2.5767 -2.2886
C 1.5377 1.8956 -1.9337
H -0.4144 2.4896 1.3736
H -2.1351 4.2584 1.5356
H -4.1139 4.2022 -0.0049
H -4.3403 2.3382 -1.6705
H -2.5834 0.6094 -1.8274
H 1.5287 -0.4754 -2.7863
H 0.9233 -1.7849 -4.8015
H -1.2624 -3.0036 -4.8818
H -2.8454 -2.8692 -2.9483
H -2.2284 -1.5212 -0.9429
H 2.4834 0.6328 1.0960
H 4.6000 1.8523 0.4744
H 4.7197 3.0766 -1.6966
H 2.7480 3.1032 -3.2443
H 0.6728 1.8929 -2.6065
H 0.7050 -1.9204 0.6254
H 1.3589 -1.4188 0.9363
N -0.1820 -4.3605 5.0727
C 0.4739 -3.2040 4.9182
N 1.1025 -2.6885 6.0136
S 0.6157 -2.5023 3.3900
H -0.0911 -4.9775 5.8860
H -0.6398 -4.7289 4.2366
H 1.5951 -1.8109 5.8794
H 1.2539 -3.2173 6.8577
```

Results
E: -58658.867 eV
<S²>: 6.032
charge: +2
orbital gap (spin up / spin down): 6.60 / 4.43 eV
highest occupied orbital energy (spin up / spin down): -0.4618 / -0.5402 hartree
spin multiplicity: 5

Molecular formula: C18H18F3N3O3S
Method: DFT, ωB97M-V with the def2-TZVPD basis set

Structure (XYZ):
```
46
Properties=species:S:1:pos:R:3
C -1.9977 1.1375 4.7581
N -2.0970 0.9137 3.2877
C -1.4085 1.7376 2.3907
O -1.0074 2.8502 2.6535
C -1.2884 1.2556 0.9220
C -2.6423 1.3607 0.2448
C -2.7694 0.5324 -1.0168
C -1.8100 1.2625 -1.9717
C -1.3342 2.4707 -1.1531
C -2.5540 2.7707 -0.2900
C -0.3696 2.0390 -0.0248
C 0.7555 1.0985 -0.4948
N 0.3342 -0.2822 -0.3173
C 1.2366 -1.3218 -0.6886
C 0.7665 -2.6305 -0.7575
C 1.5885 -3.6972 -1.0991
C 2.9308 -3.4340 -1.4838
C 3.6756 -4.6468 -1.8203
N 4.2654 -5.6476 -2.0171
C 3.4607 -2.1617 -1.5454
C 4.8770 -1.8335 -2.0547
F 4.9227 -2.1826 -3.3872
F 5.7653 -2.5818 -1.4308
F 5.2706 -0.5591 -1.7909
C 2.5765 -1.1240 -1.1529
S -0.5691 -0.3276 1.1268
O 0.4172 -0.3363 2.2493
O -1.5342 -1.4331 1.2118
H -1.9660 2.2365 4.9623
H -2.8363 0.6816 5.2968
H -1.0970 0.6100 5.1018
H -2.3682 -0.0059 2.9417
H -3.5013 1.1878 0.9078
H -2.5085 -0.4707 -0.8627
H -3.7816 0.6174 -1.3774
H -2.3427 1.5620 -2.9054
H -0.9647 0.6391 -2.3440
H -0.9819 3.2741 -1.7814
H -2.2801 3.5015 0.4991
H -3.3929 3.1101 -0.8920
H 0.0172 2.9521 0.4697
H 1.6675 1.3238 0.0488
H 1.0198 1.1965 -1.5568
H -0.2927 -2.8580 -0.5618
H 1.1778 -4.6819 -1.0743
H 2.9706 -0.1054 -1.2204
```

Results
E: -48558.121 eV
energy relative to the best compared isomer or geometry (same formula, charge and spin): 1.324 eV
orbital gap: 9.26 eV
highest occupied orbital energy: -0.3471 hartree

Molecular formula: C3H8NOSe
Method: DFT, ωB97M-V with the def2-TZVPD basis set

Structure (XYZ):
```
14
Properties=species:S:1:pos:R:3
C 1.9504 -0.3697 -0.0397
C 0.8900 -1.0440 0.9503
C 0.0926 0.9627 -0.4021
N 1.3927 0.8712 -0.4790
O -3.6112 0.2059 -0.2496
Se -0.8303 -0.2963 0.3546
H 2.9315 -0.3008 0.4434
H 2.0901 -0.9176 -1.0558
H 0.9463 -2.1749 0.9586
H 0.9050 -0.5942 1.9807
H -0.5904 1.6946 -0.8616
H -4.1161 -0.5347 -0.6696
H 2.1060 1.4923 -0.8026
H -4.1567 1.0053 -0.1277
```

Results
E: -72116.790 eV
energy relative to the best compared isomer or geometry (same formula, charge and spin): 0.867 eV
charge: +1
orbital gap: 9.60 eV
highest occupied orbital energy: -0.5103 hartree